Record 1
# C25H41AlCaCl5F13KN5O12S3

A structure of composition C25H41AlCaCl5F13KN5O12S3 (ωB97M-V/def2-TZVPD, the OMol25 dataset).

XYZ file:
```
107
Properties=species:S:1:pos:R:3:forces:R:3
C -0.332 4.870 3.086 -1.0 0.3 -0.3
C -1.556 3.763 2.813 0.4 0.7 -0.2
C -2.291 4.060 1.351 0.5 0.5 0.7
C -2.523 2.684 0.455 0.9 1.4 0.9
N -3.603 3.012 -0.572 1.2 0.4 -1.6
C -3.743 1.932 -1.622 -1.3 -0.4 -1.2
C -4.211 0.466 -1.054 -0.7 0.0 -0.7
C -3.220 -0.690 -1.681 0.4 -0.2 0.2
C -3.952 -2.135 -1.966 -1.0 2.8 1.2
N -2.950 -3.221 -1.655 -1.0 -4.2 -4.5
C -2.643 -4.108 -2.843 -0.6 0.1 0.4
N -2.756 -3.727 -4.305 0.3 -1.0 2.9
N -2.182 -5.394 -2.530 0.8 0.6 -0.3
C -1.826 -6.454 -3.546 -6.6 -2.9 -4.6
O -2.837 -6.994 -4.277 7.5 4.0 5.2
C -0.318 -7.010 -3.893 -0.5 -2.3 -2.5
F 0.189 -6.307 -5.099 -1.3 -1.9 4.3
F -0.499 -8.450 -4.312 0.7 5.0 1.6
C 0.717 -7.038 -2.622 0.6 -2.9 0.0
F -0.116 -7.278 -1.391 2.6 1.3 -3.6
F 1.612 -8.228 -2.771 -2.9 4.4 0.7
C 1.693 -5.728 -2.487 2.4 1.1 -0.4
F 0.905 -4.467 -2.228 1.8 -3.5 -1.7
F 2.637 -5.560 -3.655 -4.1 -0.5 4.0
C 2.703 -5.869 -1.161 3.7 -3.0 4.4
O 2.305 -6.275 0.047 4.0 -1.2 -8.5
O 4.166 -5.579 -1.305 -5.7 0.8 -0.4
C -3.211 4.266 -1.381 2.4 0.7 -0.7
S -1.630 4.455 -2.069 -3.0 -0.7 1.5
S -4.391 5.713 -1.703 1.1 -1.3 1.4
C -3.360 7.251 -1.412 1.9 1.1 0.8
C -2.883 8.037 -2.770 0.0 0.4 -0.8
C -3.103 7.204 -4.167 0.2 0.7 -0.7
H -0.805 5.964 3.162 0.9 -2.4 -0.4
H 0.225 4.695 4.100 -1.2 0.2 -2.2
H 0.412 4.841 2.156 -1.6 0.1 2.2
H -1.079 2.680 2.736 -0.9 2.0 0.4
H -2.319 3.837 3.726 1.6 -0.5 -2.1
H -3.324 4.633 1.515 2.2 -1.4 -0.4
H -1.564 4.829 0.799 -1.7 -1.9 1.0
H -1.491 2.377 -0.037 -2.0 0.6 0.8
H -2.835 1.816 1.187 0.1 1.7 -1.6
H -4.614 2.296 -2.353 2.0 -0.7 1.5
H -2.790 1.818 -2.294 -1.5 0.3 1.4
H -4.289 0.454 0.121 0.4 -0.1 -2.4
H -5.318 0.261 -1.446 2.4 0.4 0.8
H -2.711 -0.326 -2.681 -1.1 -0.6 2.0
H -2.345 -0.890 -0.903 -1.7 0.4 -1.6
H -4.486 -2.223 -3.002 1.4 0.1 2.1
H -4.815 -2.229 -1.146 1.9 0.0 -2.0
H -3.439 -3.857 -0.965 1.1 0.7 -0.7
H -3.600 -4.170 -4.758 0.6 0.7 0.9
H -1.919 -4.000 -4.865 -0.7 0.1 0.9
H -2.099 -5.664 -1.511 -0.1 0.4 -1.7
H 4.250 -4.721 -1.846 0.2 -1.6 0.5
H -2.363 6.987 -0.811 -2.4 0.2 -1.3
H -3.966 7.971 -0.678 1.0 -1.7 -1.8
H -1.724 8.321 -2.736 -2.6 -0.7 0.3
H -3.501 9.056 -2.837 1.4 -2.2 0.1
H -4.245 7.027 -4.380 2.3 0.2 0.5
H -2.492 6.193 -4.231 -1.4 2.1 0.4
H -2.698 7.897 -5.051 -0.9 -1.5 1.9
C 3.288 -5.342 -6.946 -0.5 0.1 0.1
C 3.921 -4.208 -7.707 -0.7 1.6 -0.6
O 3.269 -3.219 -8.039 0.8 -1.5 0.6
C 5.382 -4.331 -8.047 0.0 0.4 -0.2
H 2.231 -5.116 -6.771 0.2 0.0 -0.1
H 3.357 -6.264 -7.528 0.1 0.0 0.2
H 3.784 -5.463 -5.980 0.1 -0.2 -0.1
H 5.545 -5.208 -8.678 0.1 -0.1 0.2
H 5.972 -4.407 -7.130 0.0 -0.2 -0.1
H 5.703 -3.440 -8.597 -0.1 -0.2 0.1
O 2.206 4.057 3.671 0.8 -0.7 -0.5
H 3.010 4.480 3.334 -0.1 0.0 0.3
H 2.489 3.155 3.886 -0.2 0.8 0.2
C 2.965 3.819 8.817 0.2 0.1 2.0
F 3.885 2.873 9.194 -0.8 0.7 -0.7
F 1.809 3.501 9.485 1.0 0.2 -1.0
F 3.399 5.000 9.365 -0.5 -1.2 -1.0
S 2.735 3.914 6.965 -0.4 2.0 -2.2
O 2.274 2.580 6.557 0.3 -0.2 0.5
O 4.056 4.259 6.422 -0.9 -0.8 0.9
O 1.730 4.963 6.746 1.0 -1.4 1.0
C 3.957 0.166 3.142 6.5 2.4 0.1
Cl 3.966 1.544 4.255 -0.5 -1.1 0.2
Cl 2.787 0.427 1.837 -0.3 1.3 -2.7
Cl 5.577 -0.110 2.480 -1.5 0.0 2.0
H 3.657 -0.725 3.700 4.6 0.8 0.3
O -6.386 -2.422 -2.813 0.0 0.2 0.0
Cl -7.358 -3.386 -3.291 -2.2 -0.5 -0.6
O -7.384 -4.529 -2.398 0.5 0.3 0.0
O -6.991 -3.823 -4.624 0.5 0.1 0.3
O -8.671 -2.772 -3.328 1.0 -0.3 0.1
K 1.285 -4.512 0.151 -3.6 5.4 2.5
Ca 2.112 -0.976 3.501 -7.4 -2.5 2.2
F 11.502 0.368 3.957 -2.2 0.1 -0.8
Al 9.825 0.467 3.306 0.6 0.3 0.0
F 9.699 -0.536 1.816 -0.1 1.1 1.8
F 9.435 2.181 2.912 0.3 -2.2 0.5
F 8.665 -0.144 4.541 1.0 0.6 -1.5
Cl 5.367 -0.483 -0.180 -1.0 -0.6 -1.1
C 0.409 1.427 12.555 0.1 -0.2 0.1
C -0.280 2.456 11.759 -0.6 1.0 -0.8
N -0.824 3.269 11.130 0.8 -1.4 1.1
H 1.068 0.810 11.936 -0.2 0.3 -0.1
H 1.028 1.871 13.342 -0.2 0.1 -0.2
H -0.300 0.751 13.045 0.0 0.3 -0.2
```
Positions in Å, forces in eV/Å.

## Properties
E_LUMO = -6.131 eV
Electronic energy = -230387.39897 eV
Kohn-Sham gap = 2.390 eV
Spin multiplicity = 1
Total charge = 0

These are the Mulliken partial charges, in e, on atoms 1 to 99: -0.819, -0.236, -0.251, -0.518, -0.042, -0.719, -0.380, -0.626, -0.351, -0.179, 0.277, -0.411, 0.143, -0.181, -0.343, 0.666, -0.175, -0.262, 0.660, -0.269, -0.239, 0.562, -0.261, -0.147, 0.206, -0.659, -0.337, -0.117, -0.162, -0.092, -0.455, -0.308, -0.864, 0.258, 0.227, 0.207, 0.043, 0.253, 0.269, 0.124, 0.208, 0.374, 0.265, 0.382, 0.355, 0.312, 0.288, 0.027, 0.330, 0.329, 0.466, 0.350, 0.330, 0.294, 0.397, 0.144, 0.422, 0.252, 0.234, 0.270, 0.178, 0.316, -0.700, 0.753, -0.556, -1.084, 0.138, 0.375, 0.151, 0.319, 0.312, 0.302, -0.474, 0.312, 0.149, 0.434, -0.229, -0.226, -0.219, 1.349, -0.697, -0.681, -0.662, 0.124, 0.118, -0.162, 0.102, 0.139, -0.702, 1.658, -0.685, -0.665, -0.645, 0.967, 1.334, -0.461, 0.931, -0.492, -0.485

Record 2
# C25H41AuBrN2O2Si4

A structure of composition C25H41AuBrN2O2Si4 (ωB97M-V/def2-TZVPD, the OMol25 dataset).

XYZ file:
```
76
Properties=species:S:1:pos:R:3:forces:R:3
Au 0.074 0.684 0.487 0.6 -0.5 -1.2
O 4.492 3.147 -0.697 0.0 0.1 0.0
C 3.754 3.815 0.248 0.1 0.0 -0.1
C 4.375 4.629 1.185 0.0 0.0 0.0
C 3.622 5.348 2.097 -0.1 0.0 0.0
C 2.238 5.245 2.086 0.0 -0.1 -0.1
C 1.627 4.413 1.159 0.0 0.1 0.0
C 2.368 3.677 0.240 -0.2 0.0 0.0
C 1.608 2.852 -0.794 0.4 0.0 0.1
O 0.328 2.547 -0.440 -0.4 -0.4 0.8
N 2.373 1.646 -1.209 -0.2 -0.3 0.3
N 1.638 0.536 -1.332 -0.2 0.3 -0.2
C 1.889 -0.395 -2.155 0.1 -0.3 -0.3
C 0.962 -1.544 -2.245 0.2 0.3 0.2
Br 0.371 -2.227 -0.564 -0.2 0.4 0.2
C 0.471 -1.984 -3.395 -0.2 -0.1 -0.3
C -0.600 -2.966 -3.656 0.1 0.0 0.1
C -1.594 -2.614 -4.568 -0.1 0.0 -0.1
C -2.659 -3.466 -4.811 0.1 0.0 0.0
C -2.733 -4.689 -4.156 0.1 0.0 0.0
C -1.724 -5.063 -3.278 0.0 0.0 0.0
C -0.664 -4.206 -3.026 0.0 -0.1 0.0
H 5.419 3.396 -0.608 0.0 0.0 0.0
H 5.458 4.710 1.184 0.0 0.0 0.0
H 4.119 6.004 2.800 0.0 0.0 0.0
H 1.637 5.813 2.784 0.0 0.0 0.0
H 0.550 4.324 1.130 0.0 0.0 0.0
H 1.513 3.486 -1.693 -0.1 0.0 -0.1
H 3.132 1.791 -1.861 0.0 0.0 0.0
H 2.712 -0.338 -2.867 0.0 0.0 0.0
H 0.851 -1.463 -4.272 0.0 0.0 0.0
H -1.539 -1.658 -5.076 0.0 0.0 0.0
H -3.423 -3.183 -5.523 0.0 0.0 0.0
H -3.564 -5.356 -4.343 0.0 0.0 0.0
H -1.760 -6.029 -2.790 0.0 0.0 0.0
H 0.134 -4.519 -2.365 0.0 0.0 0.0
C -1.170 -2.025 5.174 -0.1 0.2 0.4
Si -0.855 -2.080 3.366 0.0 0.7 -1.4
C 0.502 -3.250 2.932 0.1 -0.4 0.0
C -2.360 -2.330 2.326 -0.3 -0.6 0.0
Si -0.199 0.232 2.742 -0.1 -0.2 1.5
Si 2.029 0.171 3.585 -0.3 0.8 -0.4
C 2.057 -0.197 5.402 -0.2 -0.2 0.4
C 2.646 1.890 3.265 0.3 0.2 0.2
C 3.044 -1.036 2.608 0.1 -0.2 -0.2
Si -1.929 1.570 3.625 0.5 0.3 -0.1
C -1.490 3.256 2.966 -0.1 0.3 -0.1
C -1.940 1.627 5.481 0.1 0.0 0.3
C -3.587 1.039 2.988 -0.2 -0.1 -0.2
H -1.403 -3.041 5.514 0.0 0.0 0.0
H -2.015 -1.384 5.422 0.0 -0.1 0.0
H -0.298 -1.677 5.727 0.0 0.0 0.1
H 0.077 -4.257 2.854 0.1 0.0 0.0
H 1.274 -3.265 3.702 0.0 -0.1 0.0
H 0.975 -3.016 1.979 0.0 0.0 0.1
H -2.707 -3.363 2.452 -0.1 0.1 -0.1
H -2.141 -2.175 1.268 0.0 0.0 0.1
H -3.169 -1.662 2.613 0.0 0.0 0.0
H 1.282 0.356 5.939 0.1 0.0 0.0
H 3.025 0.102 5.815 0.0 0.0 0.0
H 1.921 -1.261 5.609 0.0 0.0 0.0
H 1.991 2.655 3.691 0.0 -0.1 0.0
H 2.720 2.084 2.193 0.0 0.0 0.1
H 3.640 2.012 3.710 0.0 0.1 -0.1
H 2.993 -2.049 3.003 0.1 0.0 0.0
H 4.091 -0.719 2.620 0.0 0.0 0.0
H 2.717 -1.065 1.563 0.1 0.0 0.0
H -0.539 3.606 3.377 0.0 0.0 0.0
H -2.266 3.976 3.246 0.1 0.0 -0.1
H -1.403 3.248 1.877 0.0 0.0 0.0
H -0.957 1.886 5.884 -0.1 0.0 0.0
H -2.255 0.689 5.936 0.0 0.0 0.0
H -2.643 2.403 5.799 0.0 0.0 0.0
H -3.555 0.774 1.928 0.0 0.0 0.0
H -4.294 1.866 3.104 0.0 0.0 0.0
H -3.983 0.187 3.545 0.0 0.0 0.0
```
Positions in Å, forces in eV/Å.

## Properties
ΔE to the lowest compared entry with this formula, charge and spin = 48.8 kcal/mol
E_LUMO (spin up / spin down) = -5.869 / -6.025 eV
Electronic energy = -138903.56765 eV
Kohn-Sham gap (spin up / spin down) = 5.002 / 4.551 eV
Spin multiplicity = 1
Total charge = +1

Charges in e, computed with Mulliken, in the same order as the atoms: 0.642, -0.587, 1.550, -0.729, -0.534, -0.925, -0.104, -0.435, 0.077, -0.695, -0.178, -0.206, -0.692, 0.228, -0.120, -0.573, 0.540, -0.463, -0.544, -0.433, -0.676, -0.310, 0.351, 0.303, 0.407, 0.459, 0.391, 0.358, 0.322, 0.523, 0.457, 0.397, 0.385, 0.393, 0.392, 0.547, -0.955, 0.113, -0.978, -0.897, -0.002, 0.318, -1.079, -0.663, -0.927, 0.352, -0.987, -1.016, -1.159, 0.410, 0.205, 0.274, 0.398, 0.331, 0.245, 0.442, 0.207, 0.243, 0.289, 0.430, 0.295, 0.260, -0.274, 0.544, 0.338, 0.427, 0.204, 0.188, 0.542, 0.246, 0.290, 0.326, 0.404, 0.356, 0.424, 0.321

Record 3
# C25H41BClN2O7P

A cluster of 4 separate species, C25H41BClN2O7P in total (ωB97M-V/def2-TZVPD, the OMol25 dataset).

XYZ file:
```
78
Properties=species:S:1:pos:R:3:forces:R:3
C -0.372 -1.256 -1.561 -0.2 -0.3 7.0
C -0.472 -1.420 -0.247 1.9 1.7 -4.9
C -0.172 -1.288 1.347 0.2 -0.1 1.5
C -0.887 -0.082 2.120 1.9 -1.6 3.0
C -1.879 0.997 1.465 0.7 0.3 1.1
C -1.027 2.379 1.296 -1.6 2.3 0.9
O -1.473 3.512 1.665 1.9 -4.9 -1.6
C -0.564 0.071 3.643 1.0 -1.9 -2.8
C 0.435 -0.910 4.417 -0.4 0.1 -0.9
N 0.672 -0.619 5.818 2.9 -4.3 -1.6
C 1.588 -1.551 6.418 -0.9 0.1 -1.8
C 1.970 -1.299 7.976 -0.8 0.6 -1.3
B 2.422 0.294 8.047 1.1 0.8 -0.8
O 3.652 0.638 7.339 -2.2 0.7 2.1
O 1.646 1.310 8.728 0.6 -1.2 -1.8
C 2.207 -2.765 5.638 -0.9 0.6 -1.5
N 1.995 -3.094 4.254 -1.9 4.5 4.1
C 1.105 -2.107 3.674 -0.9 0.5 -1.7
C 0.780 -2.270 2.111 -2.8 3.1 -1.1
P 1.582 -3.678 1.070 0.3 -1.8 1.3
O 0.303 -4.688 0.515 0.8 1.2 0.3
Cl 2.515 -2.894 -0.660 -0.9 0.1 0.5
H -0.189 -0.989 -2.673 -0.6 -0.8 2.6
H -2.387 0.653 0.495 1.1 0.5 1.3
H -2.694 1.230 2.247 1.2 -0.4 -1.3
H 0.043 2.241 0.855 -1.6 0.3 0.7
H -1.036 0.952 4.235 1.0 -1.8 -1.1
H 2.791 -2.009 8.350 -1.4 1.0 -0.7
H 0.978 -1.373 8.557 1.6 -0.2 -0.7
H 3.902 1.581 7.551 -0.5 -1.4 -0.4
H 1.016 1.746 8.104 0.7 -0.5 0.8
H 2.907 -3.471 6.238 -1.4 1.3 -1.2
H 0.572 -5.638 0.508 0.1 1.3 0.1
C -0.317 3.195 -3.184 -0.2 0.0 -0.1
C 0.922 2.870 -4.000 -0.1 -0.1 0.1
O 0.778 1.715 -4.817 0.1 -0.2 0.1
C -0.244 1.762 -5.805 0.0 0.1 -0.1
C -0.054 2.870 -6.825 0.0 0.2 0.1
H -0.627 2.331 -2.588 0.1 0.1 0.0
H -0.118 4.033 -2.512 0.0 -0.1 0.0
H -1.158 3.472 -3.824 0.0 0.1 0.1
H 1.748 2.662 -3.313 0.0 -0.2 -0.2
H 1.231 3.727 -4.605 -0.1 0.1 0.0
H -1.229 1.828 -5.330 0.0 0.1 0.0
H -0.216 0.799 -6.324 0.1 0.0 0.2
H -0.136 3.858 -6.365 -0.1 0.0 -0.1
H -0.812 2.803 -7.608 0.1 0.0 0.1
H 0.936 2.806 -7.285 -0.1 -0.1 0.0
C 0.066 -7.309 9.019 0.0 -0.2 -0.1
C 0.231 -6.002 8.265 0.0 -0.1 0.1
O 1.356 -5.986 7.395 0.2 0.2 0.0
C 1.366 -6.951 6.351 0.0 0.0 -0.1
C 0.199 -6.817 5.388 -0.2 0.1 0.1
H 0.984 -7.563 9.557 -0.1 0.1 0.0
H -0.756 -7.236 9.736 0.1 0.0 -0.1
H -0.155 -8.139 8.343 -0.1 0.0 0.1
H 0.389 -5.198 8.989 0.2 0.0 -0.2
H -0.679 -5.747 7.713 -0.1 -0.1 0.0
H 1.419 -7.962 6.769 -0.1 0.0 0.0
H 2.297 -6.797 5.797 0.0 0.1 0.2
H -0.754 -7.023 5.881 0.0 -0.1 -0.1
H 0.306 -7.521 4.559 0.0 0.1 0.1
H 0.146 -5.801 4.986 0.1 -0.1 0.0
C -1.521 7.536 -9.665 -0.2 0.0 -0.1
C -0.889 6.159 -9.561 0.0 0.1 0.1
O -1.813 5.134 -9.220 0.0 -0.1 0.2
C -2.885 4.917 -10.128 0.0 0.0 0.0
C -2.430 4.507 -11.518 0.2 0.1 -0.1
H -2.063 7.783 -8.747 0.1 0.0 -0.1
H -0.755 8.296 -9.839 0.0 -0.1 0.0
H -2.237 7.589 -10.489 0.1 0.0 0.0
H -0.140 6.178 -8.764 -0.2 -0.2 0.0
H -0.357 5.899 -10.481 0.0 0.0 -0.1
H -3.532 5.800 -10.169 0.0 0.0 -0.1
H -3.490 4.110 -9.704 0.2 0.1 0.1
H -1.871 5.306 -12.010 -0.1 0.0 0.0
H -3.292 4.265 -12.145 0.1 0.0 0.1
H -1.774 3.633 -11.466 -0.1 0.0 0.0
```
Positions in Å, forces in eV/Å.

## Properties
E_LUMO = -1.387 eV
Electronic energy = -66381.86457 eV
Kohn-Sham gap = 7.184 eV
Spin multiplicity = 1
Total charge = 0

Charges in e, computed with Mulliken, in the same order as the atoms: -0.230, -1.003, 0.719, 0.226, -0.742, 0.152, -0.528, -0.604, 0.224, -0.477, 0.564, -0.546, 0.556, -0.569, -0.539, -0.354, -0.432, 0.254, 0.478, 0.276, -0.507, -0.257, 0.363, 0.390, 0.279, 0.333, 0.288, 0.307, 0.198, 0.332, 0.323, 0.193, 0.331, -0.920, -0.355, -0.426, -0.432, -0.927, 0.176, 0.401, 0.269, 0.338, 0.312, 0.322, 0.347, 0.228, 0.361, 0.307, -1.108, -0.270, -0.411, -0.371, -0.993, 0.293, 0.394, 0.268, 0.308, 0.318, 0.340, 0.333, 0.270, 0.394, 0.233, -1.074, -0.314, -0.383, -0.326, -1.044, 0.303, 0.390, 0.261, 0.310, 0.316, 0.300, 0.330, 0.261, 0.393, 0.280